[1]
The following is a quantum chemistry calculation of an isolated molecule of C8H12, from OMol25.

Output
Orbital gap   9.42 eV
ΔE to the lowest compared entry with this formula, charge and spin   52.3 kcal/mol
Net charge   0
Structure (SMILES)   C=C(C)/C=C/C=C/C
Highest occupied orbital energy   -8.3573 eV

XYZ file:
```
20
C8H12 (wB97M-V/def2-TZVPD)
C -2.37 0.96 -1.79
C -2.10 0.32 -0.65
C -2.81 -0.90 -0.30
C -0.91 0.91 0.11
C 0.26 0.42 -0.28
C 1.52 0.76 0.41
C 2.39 -0.23 0.40
C 3.39 -0.60 1.44
H -1.72 1.73 -2.38
H -3.22 0.68 -2.39
H -3.34 -0.79 0.64
H -2.00 -1.49 0.25
H -3.24 -1.49 -1.10
H -1.09 1.80 0.65
H 0.34 -0.42 -0.97
H 1.49 1.69 0.93
H 2.32 -1.04 -0.30
H 4.42 -0.15 1.49
H 2.97 -0.50 2.45
H 3.71 -1.65 1.40
```

[2]
The following is a quantum chemistry calculation of a structure of composition C19H11BeN5O7S, from OMol25.

Output
Orbital gap   6.68 eV
Net charge   0
Highest occupied orbital energy   -8.1113 eV

XYZ file:
```
44
C19H11BeN5O7S (wB97M-V/def2-TZVPD)
Be -10.93 -15.56 0.46
O -12.23 -18.11 2.78
C -12.16 -17.47 1.72
O -11.35 -16.46 1.67
C -12.96 -17.78 0.49
C -13.92 -18.79 0.52
C -14.63 -19.13 -0.66
C -14.40 -18.44 -1.84
C -13.44 -17.42 -1.79
C -12.66 -17.00 -0.68
O -11.79 -15.99 -0.76
N -13.34 -16.64 -3.08
O -12.26 -16.13 -3.46
O -14.41 -16.60 -3.69
N -15.59 -20.20 -0.60
O -15.62 -20.81 0.51
O -16.29 -20.38 -1.63
H -14.09 -19.37 1.40
H -15.04 -18.72 -2.70
N -8.49 -12.46 -0.54
C -8.66 -12.03 -1.87
C -7.89 -10.98 -2.39
C -8.07 -10.53 -3.66
C -9.01 -11.20 -4.45
C -9.71 -12.31 -3.98
C -9.60 -12.71 -2.66
S -10.61 -14.01 -2.10
N -10.07 -14.25 -0.50
C -9.14 -13.48 0.08
C -8.88 -13.85 1.46
C -8.01 -13.17 2.29
C -7.92 -13.56 3.63
C -8.75 -14.58 4.01
C -9.61 -15.19 3.11
N -9.66 -14.84 1.83
H -7.92 -11.88 0.06
H -7.17 -10.44 -1.77
H -7.49 -9.72 -4.01
H -9.15 -10.84 -5.49
H -10.44 -12.81 -4.62
H -7.40 -12.38 1.82
H -7.20 -13.10 4.29
H -8.68 -14.96 5.03
H -10.29 -16.00 3.47
```

[3]
The following is a quantum chemistry calculation of an isolated molecule of C5H7NO, from OMol25.

Output
Orbital gap (spin up / spin down)   7.52 / 7.52 eV
ΔE to the lowest compared entry with this formula, charge and spin   38.4 kcal/mol
Net charge   0
Highest occupied orbital energy (spin up / spin down)   -7.3872 / -7.3869 eV

XYZ file:
```
14
C5H7NO (wB97M-V/def2-TZVPD)
C -1.34 0.70 0.88
C -0.30 -0.21 -1.22
C -0.14 0.75 -0.09
C 1.08 0.25 0.61
N 1.47 -0.84 0.08
C 0.56 -1.28 -1.17
O 0.83 -2.34 -1.70
H -1.31 1.46 1.67
H -1.42 -0.29 1.33
H -2.25 0.87 0.29
H -1.13 -0.15 -1.91
H 0.05 1.80 -0.38
H 1.58 0.71 1.46
H 2.26 -1.41 0.39
```

[4]
The following is a quantum chemistry calculation of a cluster of 3 separate species, C2HClF3NO in total, from OMol25.

Output
Orbital gap (spin up / spin down)   8.31 / 8.94 eV
ΔE to the lowest compared entry with this formula, charge and spin   154.8 kcal/mol
Net charge   0
Highest occupied orbital energy (spin up / spin down)   -9.7255 / -10.6721 eV

XYZ file:
```
9
C2HClF3NO (wB97M-V/def2-TZVPD)
C 1.24 0.11 0.03
C -0.71 0.93 0.17
N 1.20 -1.08 -0.18
O 0.64 -2.10 -0.34
F -1.18 0.42 1.30
F -0.37 2.20 0.40
F -1.12 -2.02 -0.26
Cl -1.69 0.71 -1.20
H 2.01 0.83 0.06
```

[5]
The following is a quantum chemistry calculation of a structure of composition C27H35BiF3N5O3SSeSi, from OMol25.

Output
Orbital gap   6.95 eV
ΔE to the lowest compared entry with this formula, charge and spin   25.5 kcal/mol
Net charge   +2
Highest occupied orbital energy   -13.2091 eV

XYZ file:
```
77
C27H35BiF3N5O3SSeSi (wB97M-V/def2-TZVPD)
Bi 11.93 10.05 10.60
N 10.81 11.57 12.33
C 9.48 11.18 12.57
C 8.82 11.37 13.76
C 7.48 10.85 13.99
C 6.83 10.14 13.00
C 7.49 9.87 11.78
C 6.93 9.06 10.75
C 7.71 8.86 9.57
C 8.97 9.32 9.42
N 9.49 10.25 10.30
C 8.85 10.40 11.53
H 11.40 11.72 13.23
H 10.83 12.43 11.84
H 9.47 11.75 14.62
H 6.98 11.03 15.02
H 5.75 9.92 13.10
H 6.03 8.52 10.92
H 7.34 8.24 8.74
H 9.56 9.11 8.51
C 10.39 6.61 14.20
O 11.40 6.27 13.13
C 11.61 7.24 12.25
O 11.07 8.34 12.40
N 12.56 6.83 11.33
N 12.98 7.68 10.30
H 9.42 6.35 13.80
H 10.50 7.70 14.43
H 10.62 6.02 15.04
H 12.73 5.77 11.27
H 12.88 7.25 9.37
H 13.93 8.05 10.48
C 15.87 11.01 13.07
S 14.87 9.55 12.97
O 13.81 9.95 11.85
C 15.95 8.50 12.03
C 16.07 7.21 12.55
C 16.76 6.28 11.79
C 17.42 6.61 10.54
C 17.27 7.94 10.10
C 16.51 8.87 10.82
H 15.85 11.63 12.18
H 16.94 10.70 13.17
H 15.61 11.64 13.95
H 15.62 6.86 13.49
H 16.88 5.31 12.22
H 17.78 5.82 9.92
H 17.66 8.20 9.12
H 16.42 9.87 10.46
F 20.04 11.17 5.43
C 19.33 9.95 5.52
F 20.03 9.21 6.41
F 19.39 9.38 4.25
C 17.88 10.18 5.90
C 17.51 11.45 6.43
C 16.21 11.86 6.56
N 15.23 10.99 6.24
C 15.56 9.77 5.77
C 16.83 9.34 5.53
H 18.31 12.16 6.63
H 15.92 12.81 6.91
H 14.74 9.16 5.47
H 16.95 8.34 5.05
C 9.28 12.73 7.80
Si 11.12 12.73 7.46
C 11.48 11.20 6.37
C 11.81 14.24 6.57
Se 12.29 12.48 9.35
H 8.98 11.75 8.18
H 8.74 12.85 6.80
H 8.93 13.51 8.52
H 11.39 11.36 5.26
H 10.85 10.40 6.67
H 12.47 10.81 6.62
H 11.17 14.47 5.72
H 12.82 14.02 6.13
H 11.91 15.06 7.30
```

[6]
The following is a quantum chemistry calculation of the ion C3H5N3 with charge +2, from OMol25.

Output
Orbital gap   8.97 eV
ΔE to the lowest compared entry with this formula, charge and spin   44.2 kcal/mol
Net charge   +2
Highest occupied orbital energy   -21.8382 eV

XYZ file:
```
11
C3H5N3 (wB97M-V/def2-TZVPD)
C 0.35 -1.27 0.03
C 1.71 0.53 0.03
C -0.72 -0.31 0.09
N 1.54 -0.85 -0.07
N 0.67 1.23 0.00
N -1.94 -0.09 -0.02
H 0.16 -2.35 -0.05
H 2.75 0.86 0.09
H 0.47 2.23 0.04
H -2.66 -0.83 0.06
H -2.35 0.84 -0.19
```

[7]
The following is a quantum chemistry calculation of a cluster of 3 separate species, C5H17NO2 in total, from OMol25.

Output
Orbital gap   9.02 eV
ΔE to the lowest compared entry with this formula, charge and spin   52.4 kcal/mol
Net charge   0
Structure (SMILES)   CC(C)N(C)C.O.O
Highest occupied orbital energy   -8.5001 eV

XYZ file:
```
25
C5H17NO2 (wB97M-V/def2-TZVPD)
C 1.67 -2.12 0.52
C 1.11 -1.70 -0.87
C 1.01 -3.01 -1.69
N -0.18 -0.93 -0.77
C 0.25 0.50 -0.64
C -1.10 -1.12 0.39
H 2.63 -2.55 0.28
H 0.97 -2.71 1.12
H 1.82 -1.25 1.16
H 1.72 -0.99 -1.41
H 0.95 -2.67 -2.72
H 1.90 -3.62 -1.53
H 0.14 -3.57 -1.35
H 1.24 0.79 -0.93
H -0.56 1.04 -1.23
H 0.39 0.95 0.37
H -2.06 -0.83 -0.10
H -0.82 -0.46 1.20
H -1.03 -2.14 0.81
O -3.08 3.98 2.00
H -3.97 4.06 1.65
H -2.61 4.26 1.19
O -0.53 4.89 0.75
H 0.34 4.87 0.32
H -0.20 4.33 1.48
```

[8]
The following is a quantum chemistry calculation of a structure of composition C3H5N3, from OMol25.

Output
Orbital gap   9.00 eV
ΔE to the lowest compared entry with this formula, charge and spin   77.3 kcal/mol
Net charge   0
Highest occupied orbital energy   -7.9938 eV

XYZ file:
```
11
C3H5N3 (wB97M-V/def2-TZVPD)
C 0.72 0.85 1.33
C -0.43 -0.34 -0.08
C -1.20 -1.30 -0.87
N -0.22 -0.06 1.14
N 0.80 0.75 -0.91
N 1.30 1.27 0.16
H 1.02 1.45 2.17
H -1.11 -2.26 -0.33
H -2.18 -0.76 -0.98
H -0.78 -1.49 -1.95
H 2.07 1.88 0.33
```

[9]
The following is a quantum chemistry calculation of a structure of composition C48H55GeN8PPb, from OMol25.

Output
Orbital gap   5.65 eV
ΔE to the lowest compared entry with this formula, charge and spin   97.3 kcal/mol
Net charge   -2
Highest occupied orbital energy   -1.5280 eV

XYZ file:
```
114
C48H55GeN8PPb (wB97M-V/def2-TZVPD)
Pb 0.57 -0.09 1.10
N 6.93 1.22 3.56
C 6.31 1.23 2.58
N 5.74 1.30 1.41
C 4.56 0.78 1.21
N 3.53 0.31 0.93
N -1.52 0.40 0.86
P -2.64 0.44 -0.15
N -4.12 0.71 0.62
C -5.28 1.08 -0.17
C -5.57 2.57 -0.05
C -5.93 2.93 1.41
C -5.36 1.89 2.38
C -4.00 1.40 1.91
N -2.97 -0.93 -1.10
C -3.57 -2.06 -0.39
C -3.98 -3.14 -1.39
C -2.78 -3.61 -2.20
C -2.08 -2.41 -2.85
C -1.74 -1.39 -1.78
N -2.49 1.61 -1.38
C -1.57 2.72 -1.13
C -0.67 2.95 -2.33
C -1.51 3.41 -3.53
C -2.93 2.82 -3.46
C -2.91 1.46 -2.77
H -6.17 0.51 0.16
H -5.11 0.80 -1.20
H -6.38 2.87 -0.73
H -4.67 3.11 -0.36
H -7.02 2.98 1.53
H -5.53 3.91 1.65
H -6.04 1.03 2.46
H -5.26 2.31 3.38
H -3.54 0.73 2.63
H -3.32 2.26 1.84
H -4.44 -1.70 0.17
H -2.85 -2.47 0.33
H -4.74 -2.73 -2.06
H -4.43 -3.98 -0.85
H -3.08 -4.34 -2.96
H -2.06 -4.11 -1.53
H -2.74 -1.95 -3.59
H -1.17 -2.72 -3.36
H -1.22 -0.53 -2.21
H -1.05 -1.82 -1.04
H -0.98 2.47 -0.23
H -2.12 3.65 -0.90
H -0.17 2.01 -2.57
H 0.11 3.67 -2.10
H -1.03 3.11 -4.47
H -1.57 4.50 -3.55
H -3.36 2.72 -4.45
H -3.59 3.48 -2.89
H -2.25 0.79 -3.33
H -3.90 1.00 -2.81
C 3.82 4.19 -0.70
C 3.40 4.64 0.55
C 2.41 3.97 1.25
C 1.78 2.84 0.71
C 2.21 2.41 -0.55
C 3.22 3.07 -1.24
N 0.82 2.13 1.40
C -0.14 2.80 2.13
C -0.74 2.20 3.25
C -1.75 2.83 3.95
C -2.22 4.08 3.57
C -1.64 4.69 2.46
C -0.63 4.06 1.75
H 4.61 4.70 -1.22
H 3.88 5.49 1.01
H 2.12 4.30 2.24
H 1.77 1.51 -0.98
H 3.54 2.68 -2.20
H -0.39 1.23 3.57
H -2.19 2.32 4.80
H -3.01 4.57 4.12
H -1.99 5.66 2.13
H -0.20 4.55 0.88
C 0.66 -2.16 1.02
Ge 2.44 -2.74 0.58
C 2.08 -4.70 0.45
C 1.24 -5.29 1.40
C 0.98 -6.65 1.39
C 1.56 -7.47 0.43
C 2.39 -6.91 -0.52
C 2.65 -5.54 -0.51
C 3.98 -2.60 1.80
C 5.29 -2.81 1.38
C 6.35 -2.63 2.25
C 6.12 -2.24 3.56
C 4.82 -2.06 4.00
C 3.76 -2.23 3.12
C 3.03 -2.26 -1.25
C 2.24 -2.68 -2.32
C 2.52 -2.28 -3.62
C 3.59 -1.44 -3.87
C 4.39 -1.01 -2.82
C 4.11 -1.41 -1.52
H 0.77 -4.65 2.14
H 0.32 -7.08 2.14
H 1.35 -8.53 0.42
H 2.85 -7.53 -1.28
H 3.30 -5.12 -1.27
H 5.49 -3.10 0.35
H 7.37 -2.76 1.90
H 6.95 -2.05 4.23
H 4.63 -1.73 5.01
H 2.74 -2.04 3.45
H 1.39 -3.31 -2.13
H 1.88 -2.61 -4.43
H 3.81 -1.11 -4.89
H 5.22 -0.34 -3.00
H 4.71 -1.04 -0.70
```

[10]
The following is a quantum chemistry calculation of a structure of composition C28H51MnN12O6, from OMol25.

Output
Orbital gap (spin up / spin down)   4.85 / 8.27 eV
Net charge   +2
<S²>   6.2625
Highest occupied orbital energy (spin up / spin down)   -14.1259 / -14.1508 eV
Multiplicity   5

XYZ file:
```
98
C28H51MnN12O6 (wB97M-V/def2-TZVPD)
Mn 0.78 0.03 0.42
C 2.44 5.06 1.22
N 1.37 4.68 0.30
C 0.95 5.80 -0.51
C 0.86 3.41 0.18
N 1.48 2.28 0.45
C 2.94 2.21 0.45
C 3.44 0.76 0.71
N 2.52 -0.13 1.46
C 2.27 0.26 2.88
C 0.88 0.89 3.16
N -0.17 0.21 2.38
C -1.33 -0.14 2.87
N -2.39 -0.47 2.08
C -3.32 -1.52 2.47
C -2.53 0.04 0.73
N -1.60 -0.15 4.24
C -0.76 -0.81 5.22
C -2.83 0.41 4.70
C 3.02 -1.54 1.36
C 1.90 -2.62 1.39
N 0.92 -2.38 0.36
C 0.14 -3.37 -0.05
N -0.50 -3.31 -1.26
C -1.89 -3.70 -1.44
C 0.12 -2.73 -2.43
N -0.08 -4.52 0.68
C -0.35 -4.60 2.10
C -0.03 -5.80 0.04
N -0.52 3.33 -0.12
C -1.49 3.86 0.85
C -1.01 2.92 -1.42
H 2.33 6.13 1.38
H 2.35 4.52 2.18
H 3.46 4.86 0.82
H 1.83 6.27 -1.01
H 0.23 5.48 -1.28
H 0.43 6.58 0.11
H 3.40 2.54 -0.49
H 3.38 2.85 1.22
H 3.56 0.32 -0.29
H 4.42 0.82 1.20
H 2.31 -0.66 3.47
H 3.05 0.94 3.26
H 0.65 0.77 4.22
H 0.91 1.98 2.96
H -2.99 -2.02 3.39
H -4.35 -1.14 2.64
H -3.37 -2.28 1.68
H -2.46 -0.77 -0.01
H -3.53 0.51 0.63
H -1.76 0.80 0.52
H -0.01 -1.46 4.71
H -0.22 -0.07 5.84
H -1.39 -1.43 5.87
H -3.47 0.69 3.86
H -3.35 -0.27 5.39
H -2.63 1.36 5.23
H 3.60 -1.61 0.42
H 3.68 -1.81 2.21
H 2.40 -3.60 1.36
H 1.43 -2.58 2.38
H -2.30 -4.21 -0.55
H -2.50 -2.81 -1.66
H -1.96 -4.39 -2.28
H 1.09 -2.28 -2.19
H 0.27 -3.54 -3.15
H -0.54 -1.96 -2.88
H -0.40 -3.60 2.54
H -1.32 -5.09 2.29
H 0.44 -5.16 2.64
H 0.07 -5.69 -1.04
H 0.85 -6.37 0.41
H -0.93 -6.42 0.25
H -1.16 3.70 1.91
H -1.60 4.94 0.71
H -2.48 3.37 0.72
H -0.18 2.58 -2.04
H -1.74 2.09 -1.36
H -1.48 3.75 -1.96
O 2.67 0.59 -2.72
C 1.44 0.45 -2.72
O 0.72 0.22 -1.65
C 0.58 0.49 -3.98
C 1.20 0.39 -5.24
C 0.42 0.18 -6.35
C -0.97 0.25 -6.31
C -1.54 0.42 -5.06
C -0.81 0.52 -3.92
N -3.00 0.42 -4.86
O -3.69 0.29 -5.87
O -3.37 0.53 -3.71
N 1.09 -0.19 -7.64
O 0.32 -0.31 -8.59
O 2.28 -0.38 -7.62
H 2.29 0.39 -5.29
H -1.57 0.15 -7.21
H -1.32 0.58 -2.96
```

[11]
The following is a quantum chemistry calculation of a structure of composition C30H31N6O2SZr, from OMol25.

Output
Orbital gap   6.97 eV
ΔE to the lowest compared entry with this formula, charge and spin   1.1 kcal/mol
Net charge   +3
Highest occupied orbital energy   -15.6890 eV

XYZ file:
```
71
C30H31N6O2SZr (wB97M-V/def2-TZVPD)
Zr 0.68 0.20 0.63
N 4.76 -1.09 1.31
C 4.18 -1.73 2.39
C 2.85 -1.54 2.25
N 2.61 -0.78 1.10
C 3.81 -0.53 0.57
H 5.75 -1.05 1.10
H 4.76 -2.26 3.12
H 2.05 -1.87 2.89
H 3.99 0.05 -0.32
S -3.06 -3.93 -2.95
C -2.07 -3.04 -1.87
C -2.67 -1.94 -1.22
C -1.93 -1.18 -0.36
N -0.62 -1.43 -0.10
C -0.06 -2.50 -0.71
C -0.72 -3.32 -1.59
C -1.97 -5.15 -3.62
C -1.50 -5.04 -4.93
C -0.68 -6.06 -5.40
N -0.32 -7.12 -4.68
C -0.80 -7.21 -3.44
C -1.62 -6.25 -2.86
H -3.71 -1.69 -1.38
H -2.38 -0.33 0.14
H 0.98 -2.70 -0.47
H -0.21 -4.15 -2.03
H -1.78 -4.21 -5.56
H -0.30 -6.02 -6.41
H -0.51 -8.09 -2.88
H -2.00 -6.39 -1.85
C -1.09 0.87 -3.82
C -0.14 -0.06 -3.48
C 0.75 0.22 -2.44
C 0.65 1.41 -1.73
C -0.34 2.35 -2.07
C -1.19 2.08 -3.12
N 1.47 1.56 -0.57
C 2.05 2.78 -0.09
C 2.33 3.88 -0.89
C 2.92 4.99 -0.32
C 3.26 5.02 1.02
C 3.01 3.91 1.82
C 2.40 2.80 1.26
H -1.76 0.68 -4.65
H -0.04 -0.99 -4.03
H 1.57 -0.46 -2.22
H -0.42 3.28 -1.52
H -1.94 2.80 -3.40
H 2.09 3.86 -1.95
H 3.14 5.85 -0.94
H 3.74 5.89 1.44
H 3.30 3.90 2.87
H 2.26 1.92 1.90
O -0.80 1.68 1.45
C -0.62 1.23 2.62
O 0.13 0.23 2.79
C -1.31 1.87 3.80
N -1.58 3.32 3.53
C -2.78 3.73 4.43
C -3.35 2.41 4.94
C -2.72 1.32 4.07
H -0.68 1.80 4.69
H -1.83 3.43 2.54
H -0.77 3.91 3.69
H -3.44 4.32 3.80
H -2.37 4.37 5.21
H -4.43 2.40 4.87
H -3.07 2.26 5.98
H -3.25 1.21 3.12
H -2.67 0.35 4.56
```

Strongest force on any atom: 0.0722; 0.0749; 0.0074; 0.0879; 0.0719; 0.0813; 0.0522; 0.1355; 0.0082; 0.0467; 0.0150 (hartree/bohr)